# 1
A 2-piece molecular cluster, C4H9N2O overall at a distorted geometry, computed with the ωB97M-V functional and the def2-TZVPD basis.

Charge: +1
Spin multiplicity: 3
Gap between HOMO and LUMO (spin up / spin down): 7.4 / 8.0 eV
Highest occupied orbital energy (spin up / spin down): -10.77 / -14.87 eV
Energy above the lowest of the compared OMol25 structures with the same formula, charge and spin: 1.4286 eV
Lowest unoccupied orbital energy (spin up / spin down): -0.1255 / -0.2509 hartree

Atoms and positions in Å:
C  -1.394  -1.830  -0.670
C  0.051  0.178  -0.131
C  -0.150  2.556  -0.178
C  2.332  -1.661  1.330
N  -0.750  -0.633  -0.379
N  0.567  1.318  0.102
O  1.799  -1.066  0.431
H  -1.002  -2.623  -0.031
H  -1.250  -2.098  -1.716
H  0.277  3.056  -1.048
H  -0.075  3.216  0.686
H  -1.199  2.342  -0.369
H  2.044  -1.523  2.383
H  -2.457  -1.707  -0.464
H  3.142  -2.380  1.149
H  1.535  1.383  0.384

=====

# 2
A 6-piece molecular cluster, C52H63Br2NO23 overall, computed with the ωB97M-V functional and the def2-TZVPD basis.

Spin multiplicity: 1
Gap between HOMO and LUMO: 7.7 eV
Highest occupied orbital energy: -9.39 eV
Lowest unoccupied orbital energy: -0.0606 hartree
Structure (SMILES): CCCCCCCCCCCCN(C(=O)OOC[C@H](C)C(C)C)[C@@H](Br)[C@@H](C)Br.O=C1C=C(O)C(=O)C=C1O.O=C1C=C(O)C(=O)C=C1O.O=C1C=C(O)C(=O)C=C1O.O=C1C=C(O)C(=O)C=C1O.O=C1C=C(O)C(=O)C=C1O

Atoms and positions in Å:
C  6.759  -3.615  1.428
C  7.074  -2.157  1.762
C  5.940  -1.188  1.421
C  5.314  -1.402  0.041
C  4.606  -0.154  -0.482
C  4.244  -0.229  -1.962
C  3.480  -1.486  -2.364
C  2.873  -1.384  -3.761
C  2.368  -2.727  -4.316
C  0.999  -2.620  -4.995
C  -0.193  -2.702  -4.039
C  -0.273  -4.056  -3.344
N  -1.463  -4.131  -2.470
C  -2.653  -3.933  -3.200
O  -2.850  -4.250  -4.340
O  -3.695  -3.404  -2.479
O  -3.217  -2.098  -2.042
C  -4.295  -1.504  -1.318
C  -4.368  -0.009  -1.644
C  -4.077  0.258  -3.120
C  -3.484  0.882  -0.736
C  -4.261  1.417  0.463
C  -2.201  0.195  -0.268
C  -1.686  -5.308  -1.598
Br  -0.374  -6.708  -1.915
C  -1.858  -5.008  -0.074
C  -1.139  -5.919  0.910
Br  -1.343  -3.185  0.385
H  5.732  -3.870  1.702
H  7.428  -4.290  1.962
H  6.867  -3.824  0.364
H  7.980  -1.851  1.231
H  7.299  -2.077  2.828
H  6.319  -0.164  1.477
H  5.160  -1.298  2.182
H  4.606  -2.232  0.089
H  6.087  -1.703  -0.677
H  3.693  0.018  0.102
H  5.254  0.708  -0.310
H  5.167  -0.174  -2.550
H  3.644  0.647  -2.231
H  2.676  -1.669  -1.640
H  4.142  -2.356  -2.331
H  3.628  -0.974  -4.436
H  2.046  -0.667  -3.734
H  3.086  -3.118  -5.039
H  2.347  -3.458  -3.503
H  0.890  -3.366  -5.785
H  0.948  -1.642  -5.483
H  -0.102  -1.921  -3.277
H  -1.103  -2.512  -4.608
H  -0.239  -4.872  -4.067
H  0.585  -4.150  -2.683
H  -4.126  -1.688  -0.253
H  -5.219  -2.003  -1.606
H  -5.414  0.262  -1.466
H  -4.675  -0.374  -3.778
H  -4.296  1.302  -3.349
H  -3.027  0.077  -3.352
H  -3.180  1.739  -1.345
H  -3.648  2.102  1.047
H  -4.569  0.604  1.127
H  -5.151  1.961  0.143
H  -1.672  -0.292  -1.090
H  -1.529  0.924  0.186
H  -2.408  -0.567  0.486
H  -2.611  -5.779  -1.925
H  -2.926  -5.058  0.123
H  -1.488  -6.947  0.816
H  -0.063  -5.884  0.763
H  -1.353  -5.581  1.922
O  -3.611  2.054  3.624
C  -4.048  1.750  4.720
C  -5.271  2.261  5.294
C  -5.623  1.841  6.517
O  -6.717  2.231  7.150
C  -4.791  0.854  7.317
O  -5.221  0.564  8.419
C  -3.576  0.333  6.736
C  -3.223  0.751  5.512
O  -2.139  0.347  4.872
H  -5.859  2.963  4.720
H  -6.719  1.760  8.010
H  -2.992  -0.376  7.305
H  -2.143  0.818  4.013
O  6.644  2.443  0.687
C  7.372  3.018  1.481
C  8.587  3.711  1.147
C  9.274  4.305  2.134
O  10.387  4.991  1.950
C  8.837  4.253  3.585
O  9.567  4.807  4.387
C  7.608  3.568  3.919
C  6.915  2.986  2.930
O  5.777  2.335  3.105
H  8.893  3.755  0.112
H  10.668  5.287  2.840
H  7.293  3.543  4.953
H  5.514  2.009  2.218
O  -3.283  -3.634  -7.257
C  -2.367  -3.696  -8.051
C  -2.356  -3.027  -9.340
C  -1.299  -3.182  -10.147
O  -1.180  -2.624  -11.342
C  -0.108  -4.036  -9.764
O  0.788  -4.110  -10.588
C  -0.107  -4.689  -8.479
C  -1.163  -4.534  -7.660
O  -1.215  -5.095  -6.471
H  -3.212  -2.423  -9.606
H  -0.314  -2.926  -11.686
H  0.751  -5.288  -8.208
H  -2.026  -4.852  -5.975
O  -10.183  1.848  3.758
C  -10.482  1.267  4.787
C  -9.765  1.370  6.035
C  -10.198  0.657  7.084
O  -9.621  0.664  8.275
C  -11.412  -0.251  7.010
O  -11.693  -0.853  8.031
C  -12.142  -0.341  5.766
C  -11.708  0.373  4.717
O  -12.286  0.373  3.528
H  -8.898  2.013  6.090
H  -10.145  0.050  8.829
H  -13.011  -0.981  5.721
H  -11.750  0.974  2.971
O  7.246  6.456  1.991
C  6.668  7.473  1.645
C  7.287  8.583  0.966
C  6.524  9.640  0.647
O  6.968  10.716  0.025
C  5.042  9.708  0.976
O  4.468  10.728  0.641
C  4.423  8.590  1.649
C  5.186  7.534  1.967
O  4.738  6.456  2.586
H  8.342  8.528  0.735
H  6.195  11.311  -0.066
H  3.368  8.641  1.876
H  5.512  5.866  2.701

=====

# 3
C5H8O as an isolated structure, computed with the ωB97M-V functional and the def2-TZVPD basis.

Spin multiplicity: 1
Gap between HOMO and LUMO: 10.6 eV
Highest occupied orbital energy: -9.43 eV
Energy above the lowest of the compared OMol25 structures with the same formula, charge and spin: 2.0747 eV
Lowest unoccupied orbital energy: 0.0427 hartree

Atoms and positions in Å:
C  -0.601  -1.089  0.317
C  -1.256  -0.031  -0.617
C  0.143  0.548  -0.938
O  0.516  1.675  -0.137
C  1.051  0.809  0.882
C  0.774  -0.450  0.054
H  -0.912  -1.084  1.368
H  -0.684  -2.113  -0.061
H  -1.920  0.689  -0.129
H  -1.765  -0.462  -1.485
H  0.424  0.676  -1.989
H  0.485  0.899  1.820
H  2.110  1.014  1.084
H  1.635  -1.079  -0.170

=====

# 4
A 14-piece molecular cluster, C19H24Cl39FN overall at a distorted geometry, computed with the ωB97M-V functional and the def2-TZVPD basis.

Charge: +1
Spin multiplicity: 1
Gap between HOMO and LUMO: 8.1 eV
Highest occupied orbital energy: -11.45 eV
Lowest unoccupied orbital energy: -0.1233 hartree

Atoms and positions in Å:
C  0.429  -1.636  0.705
C  0.597  -0.745  -0.374
C  -0.659  0.005  -1.009
C  -1.326  -1.113  -1.920
C  -2.629  -1.636  -1.130
C  -2.761  -0.619  0.100
F  -2.596  -1.410  1.257
N  -1.733  0.463  -0.074
H  0.591  -2.729  0.543
H  0.081  -1.308  1.722
H  1.616  -0.553  -0.790
H  -0.147  0.841  -1.566
H  -1.487  -0.754  -2.963
H  -0.605  -1.977  -1.888
H  -3.609  -1.533  -1.669
H  -2.428  -2.687  -0.786
H  -3.784  -0.168  0.241
H  -1.374  0.780  0.842
H  -2.108  1.324  -0.502
C  -3.649  -1.277  -5.381
Cl  -1.889  -1.406  -5.480
Cl  -4.364  -2.822  -4.911
Cl  -4.100  -0.008  -4.233
H  -4.032  -1.008  -6.361
C  5.198  -0.752  -0.824
Cl  4.453  -1.365  0.657
Cl  6.070  -2.038  -1.663
Cl  3.970  -0.039  -1.884
H  5.908  0.024  -0.555
C  5.178  -0.646  4.723
Cl  5.632  1.034  4.413
Cl  3.656  -1.039  3.911
Cl  6.462  -1.742  4.201
H  5.036  -0.770  5.792
C  -6.798  1.177  -1.460
Cl  -5.406  2.212  -1.810
Cl  -7.900  1.134  -2.837
Cl  -6.263  -0.455  -1.039
H  -7.328  1.592  -0.612
C  -5.213  6.108  -3.368
Cl  -6.742  5.728  -2.565
Cl  -4.118  4.717  -3.311
Cl  -5.494  6.607  -5.038
H  -4.745  6.932  -2.838
C  -5.164  -2.428  3.342
Cl  -6.628  -2.916  4.198
Cl  -4.017  -3.770  3.252
Cl  -5.561  -1.838  1.719
H  -4.699  -1.618  3.895
C  9.333  -1.101  1.884
Cl  10.718  -0.036  1.629
Cl  8.320  -1.185  0.430
Cl  9.874  -2.716  2.352
H  8.734  -0.693  2.693
C  -9.277  1.401  2.359
Cl  -10.710  0.853  3.231
Cl  -8.083  0.092  2.243
Cl  -9.729  2.000  0.757
H  -8.832  2.220  2.916
C  -13.944  2.598  4.859
Cl  -13.574  0.873  4.722
Cl  -12.470  3.533  5.142
Cl  -14.775  3.172  3.409
H  -14.605  2.738  5.709
C  10.737  2.384  -1.828
Cl  10.137  3.948  -2.393
Cl  12.008  2.606  -0.620
Cl  9.416  1.410  -1.170
H  11.161  1.855  -2.676
C  -7.599  -4.864  -5.587
Cl  -7.284  -3.296  -6.341
Cl  -7.208  -6.179  -6.699
Cl  -6.681  -5.030  -4.081
H  -8.656  -4.921  -5.348
C  10.675  -2.639  6.415
Cl  12.152  -2.300  5.504
Cl  10.763  -1.927  8.030
Cl  9.257  -2.038  5.546
H  10.579  -3.715  6.521
C  15.194  3.404  -2.741
Cl  15.629  5.087  -3.059
Cl  13.672  2.994  -3.542
Cl  16.486  2.318  -3.265
H  15.059  3.283  -1.671